# 1
Density functional theory data (ωB97M-V/def2-TZVPD) for a molecular structure, C6H24KO6 in a non-equilibrium geometry.

Positions of all 37 atoms, in Å:
K: 0.077 -0.325 -0.029
O: 1.580 -0.184 1.449
O: 0.665 -1.608 -1.188
O: -1.406 -0.020 -1.289
O: -0.895 0.826 1.323
O: 0.793 1.285 -0.881
O: -0.684 -1.729 1.226
C: -0.084 1.856 -1.811
C: -2.478 -0.830 -0.905
C: -1.668 1.833 0.627
C: 2.051 -1.649 -1.575
C: 2.564 0.539 0.732
C: -0.262 -1.298 2.544
H: 2.655 -0.983 -0.959
H: -1.448 -2.277 1.420
H: 1.571 1.833 -0.748
H: -0.478 1.044 -2.421
H: -0.016 -0.240 2.634
H: -1.709 1.633 -0.444
H: -2.248 -1.689 -0.275
H: -1.073 -1.543 3.230
H: -0.893 2.401 -1.325
H: 3.446 -0.100 0.699
H: 0.673 -1.749 2.875
H: 1.836 -0.247 2.372
H: -1.253 2.833 0.753
H: 2.241 -1.270 -2.579
H: -2.677 1.782 1.036
H: 2.286 0.615 -0.320
H: 0.165 -2.225 -1.728
H: 2.772 1.530 1.133
H: 2.491 -2.639 -1.461
H: 0.498 2.506 -2.465
H: -3.137 -0.187 -0.321
H: -1.755 0.700 -1.820
H: -3.030 -1.235 -1.753
H: -1.172 0.812 2.242

Frontier orbital gap: 10.87 eV
Calculated total energy: -1293.64135 a.u.
Total charge: +1
Relative energy (zero: lowest compared OMol25 entry of this formula, charge and spin): 1542.4 kJ/mol

# 2
Density functional theory data (ωB97M-V/def2-TZVPD) for a molecular structure, C17H14N4OPdSe.

Positions of all 38 atoms, in Å:
Pd: -0.320 -0.622 0.006
Se: -1.109 -2.819 -0.121
O: -1.139 3.470 0.010
N: 1.941 -0.270 -0.008
N: -2.528 0.197 -0.005
N: 1.290 -6.855 0.055
N: -0.117 1.418 0.024
C: 0.282 -4.979 1.168
C: 2.904 -1.200 -0.017
C: 0.339 -5.049 -1.213
C: 0.993 -6.268 -1.104
C: 1.175 2.050 0.027
C: 0.936 -6.203 1.163
C: -0.036 -4.394 -0.049
C: 4.602 0.459 0.016
C: -4.909 0.245 -0.017
C: -3.673 2.287 0.001
C: 4.245 -0.886 -0.005
C: 3.611 1.417 0.026
C: -3.702 -0.432 -0.014
C: -2.512 1.534 0.003
C: 2.275 1.021 0.014
C: -1.170 2.243 0.012
C: -4.892 1.631 -0.008
H: -5.838 -0.309 -0.025
H: 1.295 2.713 -0.838
H: -3.583 3.364 0.008
H: 1.301 2.698 0.902
H: 4.988 -1.671 -0.013
H: -3.668 -1.515 -0.021
H: -5.817 2.192 -0.009
H: 0.125 -4.627 -2.186
H: 2.567 -2.229 -0.035
H: 1.290 -6.804 -2.000
H: 1.188 -6.684 2.102
H: 0.023 -4.500 2.103
H: 3.850 2.473 0.043
H: 5.645 0.750 0.027

Expectation value of S²: 2.013
Frontier orbital gap (spin up / spin down): 7.81 / 6.33 eV
Calculated total energy: -3479.79123 a.u.
2S+1: 3
Relative energy (zero: lowest compared OMol25 entry of this formula, charge and spin): 0.0 kJ/mol

# 3
Density functional theory data (ωB97M-V/def2-TZVPD) for C5H10O2 in the gas phase.

Positions of all 17 atoms, in Å:
O: 0.403 0.525 0.448
O: -2.236 -0.982 -1.372
C: -0.964 0.242 0.266
C: -1.733 1.553 0.388
C: 2.224 -0.848 -0.385
C: 1.239 -0.584 0.745
C: -1.237 -0.358 -1.108
H: -2.805 1.371 0.270
H: 2.956 -1.604 -0.085
H: -1.333 -0.472 1.017
H: -0.455 -0.143 -1.871
H: 2.764 0.070 -0.632
H: -1.545 1.995 1.370
H: -1.404 2.262 -0.378
H: 0.631 -1.478 0.944
H: 1.781 -0.345 1.669
H: 1.714 -1.203 -1.286

Frontier orbital gap: 10.57 eV
Calculated total energy: -346.96237 a.u.
SMILES: CCO[C@@H](C)C=O
Relative energy (zero: lowest compared OMol25 entry of this formula, charge and spin): 165.6 kJ/mol

# 4
Density functional theory data (ωB97M-V/def2-TZVPD) for a gas-phase ion, C6H11N3O (charge +2) in a non-equilibrium geometry.

Positions of all 21 atoms, in Å:
O: -1.388 0.080 -2.255
N: -0.200 1.126 0.045
N: 0.926 -1.116 -0.256
N: 0.134 -1.634 -2.545
C: 0.090 1.453 2.315
C: -0.538 2.043 1.041
C: 0.347 -0.061 0.408
C: 0.883 -1.701 -1.461
C: -1.072 -0.933 -2.836
C: 0.485 0.038 1.911
H: -0.212 -0.804 2.147
H: -1.685 1.961 1.111
H: 1.444 -0.234 2.375
H: 1.562 -1.677 0.463
H: -0.872 1.290 -0.805
H: -1.770 -1.349 -3.523
H: -0.380 3.084 0.822
H: -0.753 1.421 2.936
H: 1.537 -2.618 -1.541
H: 0.485 -2.348 -3.188
H: 0.975 1.977 2.834

Frontier orbital gap: 8.54 eV
Calculated total energy: -474.02727 a.u.
SMILES: O=C/[NH+]=C\[NH+]=C1\CCCN1
Total charge: +2
Relative energy (zero: lowest compared OMol25 entry of this formula, charge and spin): 147.9 kJ/mol

# 5
Density functional theory data (ωB97M-V/def2-TZVPD) for C4H8O2 in the gas phase.

Positions of all 14 atoms, in Å:
O: 1.723 -0.215 0.886
O: -0.407 -1.783 0.654
C: -0.330 -0.799 -0.332
C: -1.298 0.412 -0.131
C: 1.083 -0.142 -0.357
C: -0.344 1.459 0.367
H: -0.279 2.342 -0.298
H: -2.006 0.175 0.669
H: 1.248 0.449 1.426
H: -1.862 0.612 -1.053
H: 0.324 -1.609 1.271
H: -0.541 -1.279 -1.296
H: 1.756 -0.546 -1.112
H: 0.932 0.923 -0.693

Frontier orbital gap: 8.74 eV
Calculated total energy: -307.51581 a.u.
Relative energy (zero: lowest compared OMol25 entry of this formula, charge and spin): 516.2 kJ/mol

# 6
Density functional theory data (ωB97M-V/def2-TZVPD) for a molecular structure, C4H5NO in a non-equilibrium geometry.

Positions of all 11 atoms, in Å:
O: -1.115 -0.548 -0.726
N: 0.356 -1.255 -2.593
C: -0.655 -0.844 0.623
C: 0.542 -0.119 0.138
C: -0.071 -0.862 -1.577
C: 0.685 1.307 0.523
H: -1.349 -0.351 1.308
H: 0.286 1.953 -0.271
H: 1.757 1.533 0.562
H: 0.205 1.580 1.472
H: -0.564 -1.918 0.796

Frontier orbital gap (spin up / spin down): 8.02 / 8.02 eV
Calculated total energy: -285.20161 a.u.
Relative energy (zero: lowest compared OMol25 entry of this formula, charge and spin): 559.2 kJ/mol

# 7
Density functional theory data (ωB97M-V/def2-TZVPD) for 2 unconnected molecules or ions with the total composition C5H12O2.

Positions of all 19 atoms, in Å:
O: 0.611 2.642 -1.749
O: 1.356 -0.439 -0.140
C: -1.059 -2.004 1.590
C: -0.504 2.397 -0.924
C: 1.811 -1.631 -0.413
C: -0.172 1.393 0.183
C: 0.192 0.069 -0.399
H: -1.277 -0.962 1.834
H: -1.360 2.017 -1.508
H: -1.701 -2.321 0.763
H: 0.669 1.770 0.775
H: 2.868 -1.762 -0.243
H: -1.260 -2.627 2.465
H: -1.037 1.304 0.860
H: -0.006 -2.116 1.303
H: -0.799 3.360 -0.496
H: -0.508 -0.547 -0.962
H: 0.989 1.776 -1.960
H: 1.187 -2.315 -0.981

Frontier orbital gap (spin up / spin down): 8.19 / 7.96 eV
Calculated total energy: -348.04471 a.u.
Relative energy (zero: lowest compared OMol25 entry of this formula, charge and spin): 420.4 kJ/mol

# 8
Density functional theory data (ωB97M-V/def2-TZVPD) for C22H16N2O5 in the gas phase in a non-equilibrium geometry.

Positions of all 45 atoms, in Å:
O: 4.293 -1.090 -1.586
O: -2.752 2.088 1.052
O: 1.276 -1.922 0.089
O: 1.382 0.755 0.862
O: -1.349 1.418 3.140
N: -0.394 0.843 -3.485
N: 2.563 0.254 -1.114
C: -2.093 1.524 0.017
C: 0.150 0.898 -0.998
C: 0.938 -2.433 -2.282
C: -1.333 -2.538 -3.071
C: -0.697 1.203 0.122
C: 2.679 -1.977 -0.047
C: -0.172 0.865 -2.359
C: -1.239 1.468 4.475
C: 0.056 1.294 4.864
C: -1.789 -2.276 -1.789
C: -2.955 1.342 -1.040
C: -4.209 1.823 -0.608
C: 3.261 -0.917 -0.984
C: -0.892 -2.094 -0.757
C: 0.116 1.088 1.236
C: -0.112 1.210 2.646
C: 0.480 -2.168 -0.999
C: 0.796 1.123 3.678
C: 1.392 0.619 -0.472
C: -4.022 2.265 0.668
C: 0.026 -2.619 -3.308
C: 3.285 -1.798 1.346
H: 1.850 0.962 3.585
H: -2.848 -2.208 -1.591
H: 4.368 -1.834 1.279
H: -2.139 1.631 5.033
H: -4.690 2.710 1.377
H: 1.994 -2.488 -2.498
H: -1.227 -1.885 0.247
H: -5.120 1.839 -1.170
H: 0.391 -2.819 -4.304
H: 2.988 -2.954 -0.451
H: 2.935 -2.594 1.998
H: 2.905 0.866 -1.847
H: -2.033 -2.672 -3.880
H: 2.975 -0.843 1.762
H: 0.433 1.287 5.866
H: -2.719 0.912 -1.991

Frontier orbital gap: 7.91 eV
Calculated total energy: -1333.62115 a.u.
SMILES: C[C@@H](Oc1ccccc1)C(=O)Nc1oc(-c2ccco2)c(-c2ccco2)c1C#N
Relative energy (zero: lowest compared OMol25 entry of this formula, charge and spin): 0.0 kJ/mol